{
  "formula": "C32H41N5SZn",
  "method": "the ωB97M-V functional and the def2-TZVPD basis",
  "elements": ["Zn", "N", "N", "C", "C", "C", "C", "H", "H", "H", "C", "C", "H", "H", "H", "C", "C", "H", "H", "H", "C", "H", "H", "H", "C", "H", "H", "H", "C", "H", "C", "H", "C", "H", "C", "H", "C", "C", "H", "C", "C", "H", "C", "H", "N", "C", "C", "C", "H", "C", "C", "H", "H", "H", "C", "H", "C", "C", "H", "H", "H", "C", "H", "H", "H", "S", "C", "N", "C", "C", "C", "N", "H", "H", "H", "H", "H", "H", "H", "H"],
  "positions_angstrom": [[-0.27, 0.21, 0.30], [-0.50, -1.95, 2.11], [0.54, -2.40, -0.88], [2.17, 1.63, -0.11], [3.05, 0.60, 0.27], [2.68, 0.13, 1.56], [3.39, -0.89, 2.36], [4.14, -1.41, 1.75], [2.70, -1.63, 2.77], [3.92, -0.43, 3.22], [1.54, 0.84, 2.00], [0.92, 0.75, 3.34], [1.52, 1.25, 4.11], [0.81, -0.31, 3.63], [-0.08, 1.19, 3.35], [1.18, 1.78, 0.94], [0.42, 3.03, 1.17], [-0.40, 2.87, 1.88], [-0.02, 3.39, 0.23], [1.07, 3.83, 1.56], [4.22, 0.11, -0.49], [5.08, -0.05, 0.19], [4.52, 0.81, -1.27], [4.02, -0.86, -0.97], [2.26, 2.51, -1.29], [1.29, 2.55, -1.83], [3.01, 2.16, -2.01], [2.51, 3.55, -1.02], [-1.27, -2.19, 3.19], [-1.38, -1.35, 3.90], [-1.85, -3.43, 3.48], [-2.39, -3.57, 4.42], [-1.74, -4.47, 2.55], [-2.25, -5.42, 2.69], [-0.93, -4.24, 1.44], [-0.80, -4.96, 0.63], [-0.21, -3.02, 1.34], [0.84, -2.87, 0.37], [1.85, -2.66, 0.72], [0.13, -1.08, -1.16], [0.63, -3.13, -2.08], [0.88, -4.18, -2.09], [0.43, -2.27, -3.07], [0.44, -2.43, -4.13], [0.24, -1.00, -2.52], [0.33, 0.16, -3.34], [1.53, 0.40, -4.06], [1.59, 1.53, -4.88], [2.52, 1.72, -5.43], [0.50, 2.38, -5.04], [0.60, 3.57, -5.96], [0.59, 4.51, -5.41], [-0.24, 3.59, -6.66], [1.53, 3.53, -6.54], [-0.69, 2.07, -4.39], [-1.57, 2.69, -4.56], [-0.80, 0.95, -3.56], [-2.14, 0.57, -3.01], [-2.49, -0.40, -3.39], [-2.86, 1.33, -3.33], [-2.15, 0.53, -1.91], [2.71, -0.51, -3.93], [2.52, -1.51, -4.35], [3.05, -0.63, -2.88], [3.55, -0.08, -4.49], [-2.36, 1.18, 0.62], [-2.94, 0.54, 2.12], [-3.64, -0.61, 2.16], [-4.45, -1.04, 3.30], [-4.71, 0.13, 4.22], [-3.43, 0.88, 4.52], [-2.80, 1.26, 3.25], [-3.64, -1.15, 1.30], [-3.91, -1.84, 3.83], [-5.38, -1.46, 2.91], [-5.14, -0.23, 5.16], [-5.43, 0.82, 3.76], [-2.74, 0.25, 5.09], [-3.61, 1.80, 5.09], [-2.20, 2.07, 3.19]],
  "mulliken_charge": [-3.529, 0.005, 0.986, 0.066, 0.628, 0.636, -1.800, 0.490, 0.358, 0.344, 0.349, -0.642, 0.341, 0.284, -0.171, 0.941, -1.277, 0.308, 0.432, 0.391, -2.309, 0.482, 0.400, 0.260, -1.756, 0.111, 0.366, 0.359, -0.393, 0.346, -1.109, 0.729, -0.547, 0.401, -0.163, 0.317, 0.707, -1.828, 0.112, -0.508, -0.957, 0.408, -0.877, 0.700, 1.429, -0.096, 0.812, -1.237, 0.107, 1.674, -1.524, 0.333, 0.377, 0.334, -2.069, 0.029, 1.532, -1.874, 0.445, 0.439, 0.368, -1.551, 0.398, 0.047, 0.410, 1.657, 1.446, 1.015, -0.968, -2.543, -1.739, 0.467, -0.246, -0.188, 1.063, 1.717, 0.385, 0.212, 1.214, -0.267],
  "gap_ev": 1.4163,
  "multiplicity": 1,
  "e_above_lowest_ev": 0.000,
  "total_charge": -2
}

---

{
  "formula": "C26H34OPdSSi2Te",
  "method": "the ωB97M-V functional and the def2-TZVPD basis",
  "elements": ["Pd", "C", "Si", "C", "C", "C", "C", "C", "C", "C", "Si", "C", "C", "H", "H", "H", "H", "H", "H", "H", "H", "H", "H", "H", "H", "H", "H", "H", "H", "O", "S", "C", "C", "C", "C", "H", "H", "H", "H", "H", "H", "H", "H", "Te", "C", "C", "C", "C", "C", "C", "C", "C", "C", "C", "C", "C", "H", "H", "H", "H", "H", "H", "H", "H", "H", "H"],
  "positions_angstrom": [[0.15, -0.01, -0.06], [-1.19, -3.66, 0.25], [-0.90, -2.04, -0.77], [-2.29, -2.29, -2.14], [0.68, -2.63, -1.80], [0.52, -3.70, -2.69], [1.56, -4.21, -3.46], [2.81, -3.62, -3.36], [2.99, -2.55, -2.49], [1.96, -2.04, -1.69], [2.41, -0.51, -0.52], [3.96, -1.26, 0.38], [3.33, 0.63, -1.82], [-1.29, -4.54, -0.39], [-2.10, -3.59, 0.86], [-0.35, -3.82, 0.93], [-2.60, -3.34, -2.22], [-1.92, -1.98, -3.13], [-3.17, -1.69, -1.91], [-0.47, -4.16, -2.80], [1.39, -5.04, -4.14], [3.64, -4.00, -3.96], [3.98, -2.09, -2.44], [4.72, -1.57, -0.35], [3.68, -2.13, 0.97], [4.42, -0.53, 1.06], [4.42, 0.49, -1.79], [3.11, 1.68, -1.63], [2.99, 0.40, -2.84], [0.54, 3.13, -1.13], [-0.47, 2.04, -1.10], [-1.97, 2.90, -1.78], [-1.52, 3.42, -3.14], [-0.61, 2.34, -3.78], [-0.39, 1.23, -2.75], [-2.25, 3.71, -1.09], [-2.77, 2.16, -1.82], [-0.94, 4.33, -2.98], [-2.37, 3.67, -3.78], [0.35, 2.78, -4.05], [-1.06, 1.93, -4.69], [0.57, 0.72, -2.83], [-1.19, 0.49, -2.75], [-0.33, 0.87, 2.45], [0.73, -0.88, 3.04], [0.05, -2.07, 3.27], [0.74, -3.20, 3.70], [2.11, -3.14, 3.92], [2.79, -1.95, 3.70], [2.10, -0.83, 3.25], [-0.63, 1.08, 4.66], [-1.76, 0.58, 5.29], [-1.92, 0.69, 6.67], [-0.94, 1.30, 7.44], [0.20, 1.79, 6.82], [0.35, 1.68, 5.44], [-1.02, -2.12, 3.09], [0.20, -4.13, 3.86], [2.64, -4.02, 4.24], [3.86, -1.90, 3.85], [2.64, 0.09, 3.03], [-2.53, 0.10, 4.70], [-2.81, 0.29, 7.15], [-1.06, 1.39, 8.51], [0.98, 2.26, 7.42], [1.24, 2.07, 4.96]],
  "mulliken_charge": [-0.104, -1.288, 0.083, -1.507, 0.172, -0.121, -0.731, -0.664, -0.205, -0.002, 0.478, -1.387, -1.537, 0.434, 0.367, 0.196, 0.380, 0.377, 0.389, 0.179, 0.341, 0.340, 0.175, 0.490, 0.268, 0.366, 0.410, 0.326, 0.400, -0.749, 0.694, -0.936, -0.418, -0.737, -0.460, 0.443, 0.314, 0.229, 0.346, 0.213, 0.390, 0.145, 0.038, 0.178, 0.017, -0.321, -0.443, -0.334, -0.507, -0.169, -0.339, -0.060, -0.554, -0.318, -0.581, -0.112, 0.354, 0.367, 0.335, 0.359, 0.381, 0.318, 0.338, 0.329, 0.341, 0.284],
  "gap_ev": 3.6558,
  "multiplicity": 1,
  "e_above_lowest_ev": 1.381,
  "total_charge": -2
}

---

{
  "formula": "C4H11NO2",
  "method": "the ωB97M-V functional and the def2-TZVPD basis",
  "elements": ["C", "C", "O", "H", "H", "H", "H", "H", "H", "N", "C", "C", "O", "H", "H", "H", "H", "H"],
  "positions_angstrom": [[-0.71, 1.44, 0.05], [1.91, 1.44, 1.21], [1.02, 0.45, 0.88], [2.95, 1.14, 0.99], [-1.63, 1.29, -0.50], [-0.80, 2.03, 0.94], [0.12, 1.70, -0.60], [1.86, 1.75, 2.27], [1.74, 2.37, 0.61], [-1.23, -0.49, 0.78], [-0.39, -1.62, -1.06], [-0.50, -2.39, -2.13], [-1.44, -1.52, -0.17], [-2.02, -0.55, 1.41], [-0.31, -0.57, 1.25], [0.50, -1.06, -0.78], [-1.41, -2.93, -2.36], [0.34, -2.49, -2.80]],
  "mulliken_charge": [-0.473, -0.750, -0.672, 0.233, 0.320, 0.303, 0.263, 0.224, 0.262, -0.337, 0.243, -0.828, -0.295, 0.242, 0.403, 0.313, 0.286, 0.261],
  "gap_ev": [8.2956, 8.2970],
  "multiplicity": 1,
  "e_above_lowest_ev": 7.585,
  "total_charge": 0
}

---

{
  "formula": "C3H3InO3",
  "method": "the ωB97M-V functional and the def2-TZVPD basis",
  "elements": ["C", "O", "C", "C", "O", "O", "H", "H", "H", "In"],
  "positions_angstrom": [[-0.28, 1.36, -0.63], [0.13, -0.93, -0.09], [-0.89, -0.47, 0.64], [0.84, 0.36, -0.70], [-1.12, 0.77, 0.52], [-1.39, -1.29, 1.44], [0.08, 2.31, -0.21], [1.12, 0.05, -1.71], [1.71, 0.53, -0.05], [-0.19, -2.69, 0.78]],
  "mulliken_charge": [-0.064, -0.262, 1.035, -0.074, -0.178, -0.353, 0.329, 0.287, 0.316, 0.964],
  "gap_ev": [9.9384, 6.6105],
  "multiplicity": 1,
  "e_above_lowest_ev": 0.272,
  "total_charge": 2
}

---

no.,E (Eh)
1,-3695.0923
2,-2459.3938
3,-363.9894
4,-531.0774